# 1
{
  "formula": "C35H28N2O3",
  "method": "ωB97M-V with the def2-TZVPD basis set",
  "total_energy_ha": -1685.666784,
  "multiplicity": 1,
  "de_lowest_ev": 0.352,
  "total_charge": 0,
  "species": ["O", "C", "O", "C", "C", "C", "C", "C", "C", "C", "C", "N", "C", "C", "C", "C", "C", "C", "C", "C", "C", "H", "H", "H", "H", "H", "H", "H", "H", "H", "H", "H", "H", "H", "H", "H", "C", "C", "C", "C", "C", "C", "N", "C", "C", "C", "C", "C", "C", "C", "C", "C", "O", "C", "C", "H", "H", "H", "H", "H", "H", "H", "H", "H", "H", "H", "H", "H"],
  "positions_angstrom": [[4.071, 1.973, 1.645], [4.258, 0.885, 2.229], [4.381, 0.520, 3.415], [4.297, -0.331, 1.258], [5.297, -1.441, 1.647], [4.437, -2.604, 1.990], [3.084, -2.265, 1.813], [2.083, -3.217, 1.978], [2.444, -4.504, 2.390], [3.794, -4.840, 2.581], [4.801, -3.891, 2.372], [2.983, -0.933, 1.407], [1.864, -0.247, 1.114], [0.566, -0.677, 1.438], [-0.523, -0.589, 0.596], [-1.783, -1.205, 0.889], [-2.704, -1.507, -0.149], [-3.854, -2.246, 0.096], [-4.127, -2.724, 1.386], [-3.256, -2.403, 2.436], [-2.125, -1.622, 2.208], [4.461, 0.023, 0.232], [5.943, -1.655, 0.784], [5.937, -1.135, 2.483], [1.050, -2.965, 1.776], [1.668, -5.250, 2.555], [4.059, -5.851, 2.888], [5.860, -4.124, 2.496], [2.029, 0.724, 0.632], [0.447, -1.123, 2.431], [-0.357, -0.163, -0.391], [-2.475, -1.174, -1.160], [-4.538, -2.462, -0.726], [-5.009, -3.339, 1.566], [-3.465, -2.767, 3.443], [-1.481, -1.337, 3.040], [3.800, -0.199, -3.094], [3.862, 0.835, -2.148], [2.691, 1.465, -1.730], [1.445, 1.042, -2.214], [0.223, 1.737, -1.665], [-1.019, 1.033, -1.726], [-2.208, 1.768, -1.760], [-2.370, 2.903, -1.017], [-3.607, 3.524, -0.898], [-4.742, 2.985, -1.596], [-6.001, 3.589, -1.404], [-6.148, 4.682, -0.556], [-5.024, 5.236, 0.096], [-3.771, 4.672, -0.079], [-4.510, 1.859, -2.419], [-3.279, 1.273, -2.485], [0.370, 2.866, -1.154], [1.388, 0.024, -3.177], [2.561, -0.607, -3.599], [4.718, -0.670, -3.443], [4.813, 1.172, -1.733], [2.742, 2.276, -1.000], [-1.090, 0.095, -2.276], [-1.487, 3.285, -0.521], [-6.860, 3.162, -1.926], [-7.132, 5.116, -0.388], [-5.146, 6.104, 0.746], [-2.879, 5.074, 0.406], [-5.317, 1.431, -3.010], [-3.060, 0.390, -3.085], [0.422, -0.253, -3.597], [2.497, -1.407, -4.339]]
}

***

# 2
{
  "formula": "C35H29BaBrN5O10P",
  "method": "ωB97M-V with the def2-TZVPD basis set",
  "total_energy_ha": -5318.436046,
  "multiplicity": 1,
  "de_lowest_ev": 0.000,
  "total_charge": 0,
  "species": ["Ba", "O", "C", "O", "C", "C", "C", "C", "C", "N", "C", "O", "O", "H", "H", "H", "H", "H", "Br", "C", "C", "C", "C", "C", "C", "N", "N", "C", "C", "C", "C", "O", "C", "N", "C", "C", "C", "C", "H", "H", "H", "H", "H", "H", "H", "H", "H", "O", "C", "O", "C", "C", "C", "C", "C", "C", "C", "C", "C", "N", "H", "H", "H", "H", "H", "H", "C", "O", "P", "O", "C", "O", "C", "H", "H", "H", "H", "H", "H", "H", "H", "H"],
  "positions_angstrom": [[-1.225, 0.301, -0.584], [-2.171, -3.440, -2.501], [-2.003, -2.180, -2.752], [-0.946, -1.574, -2.702], [-3.285, -1.416, -3.011], [-4.421, -1.920, -3.626], [-5.528, -1.089, -3.717], [-5.490, 0.185, -3.160], [-4.311, 0.590, -2.562], [-3.238, -0.191, -2.511], [-4.068, 1.898, -1.849], [-5.114, 2.419, -1.274], [-2.931, 2.334, -1.787], [-1.386, -3.790, -1.859], [-4.435, -2.931, -4.006], [-6.431, -1.439, -4.199], [-6.350, 0.840, -3.176], [-4.780, 2.978, -0.473], [4.968, -0.256, 5.032], [4.158, -1.942, 4.725], [4.203, -2.495, 3.454], [3.595, -3.715, 3.221], [2.951, -4.380, 4.260], [2.958, -3.844, 5.538], [3.545, -2.608, 5.771], [2.416, -5.700, 4.067], [1.546, -5.937, 3.216], [0.880, -4.913, 2.487], [0.415, -3.741, 3.041], [-0.293, -2.809, 2.289], [-0.554, -2.983, 0.925], [-1.108, -2.075, 0.206], [-0.153, -4.260, 0.357], [-0.465, -4.526, -0.940], [-0.106, -5.664, -1.483], [0.605, -6.653, -0.786], [0.928, -6.423, 0.520], [0.551, -5.208, 1.137], [4.706, -1.972, 2.651], [3.610, -4.153, 2.231], [2.490, -4.392, 6.345], [3.534, -2.173, 6.761], [0.590, -3.538, 4.089], [-0.648, -1.899, 2.756], [-0.400, -5.813, -2.517], [0.873, -7.575, -1.282], [1.463, -7.158, 1.106], [-3.978, 3.493, 0.748], [-3.021, 2.718, 0.971], [-3.020, 1.469, 0.914], [-1.684, 3.400, 1.270], [-1.668, 4.753, 1.682], [-0.469, 5.364, 1.878], [0.728, 4.641, 1.658], [2.013, 5.207, 1.828], [3.135, 4.459, 1.614], [3.021, 3.106, 1.227], [1.792, 2.538, 1.047], [0.614, 3.294, 1.251], [-0.598, 2.696, 1.062], [-2.613, 5.260, 1.812], [-0.411, 6.398, 2.196], [2.090, 6.243, 2.136], [4.115, 4.896, 1.751], [3.916, 2.515, 1.080], [1.700, 1.495, 0.770], [-0.437, 4.761, -1.884], [0.713, 4.094, -2.423], [0.593, 2.495, -2.694], [-0.223, 2.372, -4.066], [0.174, 3.080, -5.249], [2.094, 2.277, -3.268], [3.199, 2.390, -2.375], [-0.092, 5.468, -1.133], [-1.140, 4.058, -1.432], [-0.951, 5.295, -2.682], [-0.673, 3.048, -5.929], [1.035, 2.593, -5.703], [0.422, 4.115, -5.014], [4.100, 2.229, -2.961], [3.143, 1.631, -1.590], [3.232, 3.380, -1.918]]
}

***

# 3
{
  "formula": "C35H29BiBrN10O3S2",
  "method": "ωB97M-V with the def2-TZVPD basis set",
  "total_energy_ha": -5709.523716,
  "multiplicity": 1,
  "total_charge": -1,
  "species": ["Bi", "O", "C", "C", "C", "C", "C", "C", "C", "O", "N", "N", "C", "C", "C", "C", "C", "C", "N", "H", "H", "H", "H", "H", "H", "H", "H", "H", "H", "Br", "C", "C", "C", "C", "C", "C", "N", "N", "C", "C", "C", "C", "O", "C", "N", "C", "C", "C", "C", "H", "H", "H", "H", "H", "H", "H", "H", "H", "S", "C", "S", "C", "C", "N", "C", "N", "N", "C", "C", "C", "N", "H", "H", "H", "H", "H", "H", "H", "H", "H", "H"],
  "positions_angstrom": [[-1.684, 1.447, 0.555], [2.888, 4.927, -0.554], [2.230, 4.893, -1.720], [2.797, 5.579, -2.796], [2.171, 5.610, -4.025], [0.973, 4.933, -4.227], [0.412, 4.234, -3.178], [1.010, 4.208, -1.916], [0.280, 3.496, -0.838], [-0.764, 2.853, -1.131], [0.805, 3.607, 0.398], [0.016, 3.110, 1.352], [0.389, 3.085, 2.578], [-0.574, 2.651, 3.580], [-0.273, 2.676, 4.943], [-1.262, 2.351, 5.854], [-2.523, 2.002, 5.389], [-2.726, 1.962, 4.018], [-1.781, 2.266, 3.141], [2.296, 4.475, 0.107], [3.732, 6.099, -2.631], [2.617, 6.169, -4.839], [0.482, 4.955, -5.191], [-0.514, 3.686, -3.297], [1.376, 3.429, 2.884], [0.718, 2.962, 5.271], [-1.055, 2.377, 6.916], [-3.332, 1.781, 6.070], [-3.690, 1.699, 3.594], [7.753, -3.930, 0.497], [6.332, -4.088, -0.763], [5.042, -4.317, -0.310], [4.016, -4.447, -1.224], [4.264, -4.364, -2.604], [5.577, -4.152, -3.030], [6.605, -3.998, -2.116], [3.285, -4.718, -3.540], [2.098, -4.317, -3.536], [1.659, -3.222, -2.818], [2.450, -2.133, -2.437], [1.943, -1.089, -1.705], [0.624, -1.080, -1.179], [0.281, -0.155, -0.373], [-0.240, -2.171, -1.632], [-1.520, -2.190, -1.215], [-2.338, -3.112, -1.664], [-1.942, -4.118, -2.553], [-0.631, -4.168, -2.939], [0.269, -3.179, -2.491], [4.844, -4.391, 0.751], [3.004, -4.620, -0.880], [5.780, -4.090, -4.092], [7.617, -3.819, -2.453], [3.476, -2.093, -2.779], [2.566, -0.238, -1.461], [-3.363, -3.059, -1.307], [-2.662, -4.842, -2.912], [-0.264, -4.942, -3.599], [-3.410, 0.894, -1.405], [-4.510, 1.870, -0.504], [-3.818, 2.875, 0.753], [-5.870, 1.851, -0.717], [-6.482, 0.982, -1.661], [-7.025, 0.284, -2.400], [-6.753, 2.706, -0.001], [-7.483, 3.405, 0.554], [-0.055, -0.598, 2.858], [-0.682, -1.598, 3.703], [-1.876, -2.272, 3.029], [-3.080, -1.374, 2.707], [-3.029, -0.640, 1.427], [0.204, -0.978, 1.949], [0.799, -0.250, 3.278], [-1.019, -1.107, 4.623], [0.021, -2.390, 4.000], [-2.224, -3.051, 3.711], [-1.539, -2.768, 2.113], [-3.205, -0.653, 3.520], [-3.966, -2.021, 2.707], [-3.971, -0.442, 1.108], [-2.567, -1.199, 0.699]]
}

***

Calculated HOMO energy (eV), listed in the same order as above: -7.56 -7.13 -4.77